Below is a molecular structure, C27H33NO8SSbTi, with properties calculated with ωB97M-V/def2-TZVPD.

Its spin multiplicity is 1. The total energy comes out at -3193.1780 a.u. The maximum force is 0.9 eV/Å. For the highest occupied orbital energy, the calculation gives -11.49 eV. The charge is +1. As for the HOMO-LUMO gap: 0.2645 Ha.

```
72
Properties=species:S:1:pos:R:3:lowdin_charge:R:1
Ti -1.06 1.85 0.09 1.0906
O -0.19 4.50 -0.21 -0.2603
S 0.70 3.45 -0.64 0.4192
O 1.93 3.73 -1.27 -0.1803
O 0.79 2.49 0.57 -0.4360
O -0.22 2.47 -1.49 -0.3928
C -3.54 2.28 3.00 0.0184
C -2.96 3.21 1.95 -0.4576
C -3.10 4.68 2.30 0.0286
O -1.52 2.89 1.85 -0.0862
C -3.57 2.93 0.57 -0.5258
O -4.76 2.88 0.39 0.1590
O -2.66 2.73 -0.37 -0.1078
H -3.18 2.54 3.99 0.1031
H -3.27 1.24 2.78 0.0890
H -4.63 2.36 2.98 0.1074
H -2.68 4.88 3.29 0.1073
H -4.16 4.94 2.32 0.1146
H -2.62 5.31 1.56 0.1104
H -1.05 3.72 1.62 0.1053
C -3.25 0.20 -1.98 0.0520
C -3.19 -0.21 -0.55 -0.4893
N -4.05 -1.10 -0.11 0.2498
O -2.33 0.26 0.25 -0.1541
H -3.64 -0.60 -2.61 0.1052
H -2.26 0.49 -2.34 0.0830
H -3.90 1.07 -2.06 0.1150
H -4.74 -1.51 -0.72 0.1402
H -4.05 -1.36 0.87 0.1414
C 1.51 -3.11 -2.50 -0.0517
C 0.44 -3.35 -1.48 -0.2896
C -0.16 -4.62 -1.45 -0.0369
C -1.15 -4.94 -0.54 -0.0629
C -1.57 -4.00 0.38 -0.0843
C -0.99 -2.74 0.37 -0.1593
C 0.00 -2.40 -0.55 -0.3013
Sb 0.76 -0.44 -0.21 1.6786
C 2.31 0.17 -1.50 -0.3405
C 3.53 0.50 -0.94 -0.1084
C 4.55 1.00 -1.74 -0.0605
C 4.33 1.17 -3.10 -0.0507
C 3.10 0.86 -3.65 -0.0265
C 2.06 0.37 -2.87 -0.3127
C 0.71 0.10 -3.47 -0.0555
C 1.68 -0.70 1.69 -0.3065
C 1.22 0.10 2.73 -0.1297
C 1.70 -0.05 4.02 -0.0717
C 2.67 -1.01 4.27 -0.0590
C 3.14 -1.80 3.23 -0.0352
C 2.66 -1.67 1.93 -0.2924
C 3.20 -2.58 0.86 -0.0441
H 2.18 -3.97 -2.56 0.0948
H 2.11 -2.23 -2.29 0.0459
H 1.08 -2.98 -3.50 0.0927
H 0.18 -5.37 -2.16 0.1213
H -1.58 -5.93 -0.55 0.1116
H -2.32 -4.25 1.12 0.1062
H -1.29 -2.02 1.13 0.0858
H 3.70 0.37 0.12 0.1042
H 5.51 1.26 -1.30 0.1124
H 5.12 1.56 -3.73 0.1129
H 2.93 1.01 -4.71 0.1186
H 0.76 0.08 -4.56 0.0935
H 0.01 0.89 -3.20 0.0577
H 0.30 -0.86 -3.15 0.0516
H 0.48 0.87 2.55 0.0722
H 1.33 0.57 4.82 0.1092
H 3.07 -1.14 5.26 0.1118
H 3.91 -2.55 3.43 0.1213
H 4.29 -2.62 0.91 0.0951
H 2.92 -2.27 -0.14 0.0344
H 2.82 -3.60 1.01 0.0984
```